ORCA calculation (ωB97M-V/def2-TZVPD) on an isolated ion of composition CH2NO2 and charge -1.

The geometry in ORCA input format:
```
! RIJCOSX wB97M-V def2-TZVPD def2/J DEFGRID3
* xyz -1 1
O 0.482 -1.201 0.738
O 0.380 0.164 -1.889
N -0.455 -0.126 -1.038
C -0.024 0.014 0.475
H -1.042 0.359 0.928
H 0.659 0.789 0.786
*
```

Computed properties:
* Kohn-Sham gap: 7.72 eV
* SMILES: O=NC[O-]
* max |F|: 1.78 eV/A
* HOMO level: -0.0989 hartree
* energy above the lowest of the compared OMol25 structures with the same formula, charge and spin: 446.6 kJ/mol